(1)
Entry from OMol25: a cluster of 2 separate species, C4H12NO2 in total at a distorted geometry (ωB97M-V with the def2-TZVPD basis set).

```
19
Properties=species:S:1:pos:R:3
C 1.79 0.22 -0.08
N 1.03 1.27 -0.77
C -0.17 0.82 -1.48
C -1.50 0.74 -0.70
C -1.32 -0.02 0.61
O -1.02 -1.33 0.45
H 1.80 0.42 1.00
H 2.85 0.27 -0.33
H 1.37 -0.77 -0.25
H 0.72 1.94 -0.08
H 0.14 -0.13 -1.91
H -0.36 1.50 -2.32
H -1.77 1.78 -0.51
H -2.20 0.24 -1.35
H -0.53 0.47 1.22
H -2.11 0.12 1.36
H -0.23 -2.11 1.56
H 1.07 -2.84 1.44
O 0.43 -2.58 2.12
```

As for the HOMO energy (alpha / beta): -0.334 / -0.333 Ha. Its total charge is 0. The value obtained for the molecular weight is 106.1 g mol⁻¹. Its spin multiplicity is 2. Its expectation value of S² is 0.75. For the energy above the lowest of the compared OMol25 structures with the same formula, charge and spin, the calculation gives 82.04 kJ/mol. The calculation puts the HOMO-LUMO gap (alpha / beta) at 9.900 / 6.668 eV.

Computed Mulliken charges, given in elementary charges:
1 C -0.8090
2 N -0.3611
3 C -0.7447
4 C -0.4351
5 C -0.2466
6 O -0.4686
7 H 0.3301
8 H 0.3011
9 H 0.2017
10 H 0.2696
11 H 0.3897
12 H 0.3083
13 H 0.3149
14 H 0.3067
15 H 0.1875
16 H 0.4056
17 H 0.4236
18 H 0.2973
19 O -0.6709

---

(2)
Entry from OMol25: a cluster of 3 separate species, C4H12NO2 in total at a distorted geometry (ωB97M-V with the def2-TZVPD basis set).

```
19
Properties=species:S:1:pos:R:3
C 2.12 2.46 -1.00
C 1.18 1.49 -0.37
C 1.38 0.19 -0.20
N 0.35 -0.60 0.41
C 0.49 -1.81 0.76
H 2.58 2.03 -1.89
H 1.59 3.36 -1.31
H 2.92 2.75 -0.33
H 0.26 1.90 0.00
H 2.19 -0.46 -0.51
H -0.42 -0.09 0.86
H -0.32 -2.30 1.30
H 1.33 -2.36 0.34
H -2.81 -3.39 -0.99
H -3.22 -2.01 -0.59
O -2.45 -2.59 -0.59
H -2.30 1.07 1.88
H -2.74 -0.20 1.16
O -2.13 0.55 1.09
```

As for the HOMO energy: -0.515 Ha. Its total charge is +1. The value obtained for the molecular weight is 106.1 g mol⁻¹. Its spin multiplicity is 1. For the energy above the lowest of the compared OMol25 structures with the same formula, charge and spin, the calculation gives 178.33 kJ/mol. The calculation puts the HOMO-LUMO gap at 9.598 eV.

Computed Mulliken charges, given in elementary charges:
1 C -1.1478
2 C -0.1120
3 C -0.0123
4 N 0.1446
5 C -0.1684
6 H 0.3337
7 H 0.3453
8 H 0.2963
9 H 0.2860
10 H 0.2804
11 H 0.2673
12 H 0.2593
13 H 0.2400
14 H 0.3119
15 H 0.3126
16 O -0.5955
17 H 0.3399
18 H 0.2991
19 O -0.6804

---

(3)
Entry from OMol25: a cluster of 3 separate species, C4H12NO2 in total at a distorted geometry (ωB97M-V with the def2-TZVPD basis set).

```
19
Properties=species:S:1:pos:R:3
C 1.55 -1.27 1.89
C 0.69 -0.09 1.61
C 0.56 1.01 2.31
C -0.33 0.46 -0.59
N -0.18 -0.26 0.46
H 0.98 -2.16 2.14
H 2.20 -1.01 2.73
H 2.33 -1.40 1.14
H -0.04 1.81 1.88
H 0.93 1.19 3.31
H -1.12 0.20 -1.27
H 0.39 1.25 -0.78
H -0.49 -1.23 0.38
H 0.37 -1.99 -3.36
H 1.05 -2.27 -2.08
O 0.17 -2.06 -2.43
H -2.72 2.85 -1.51
H -2.13 2.31 -2.82
O -2.07 2.25 -1.88
```

As for the HOMO energy: -0.530 Ha. Its total charge is +1. The value obtained for the molecular weight is 106.1 g mol⁻¹. Its spin multiplicity is 1. For the energy above the lowest of the compared OMol25 structures with the same formula, charge and spin, the calculation gives 238.73 kJ/mol. The calculation puts the HOMO-LUMO gap at 9.825 eV.

Computed Mulliken charges, given in elementary charges:
1 C -1.2943
2 C 0.6472
3 C -0.7898
4 C -0.3643
5 N -0.0060
6 H 0.3846
7 H 0.3712
8 H 0.3264
9 H 0.2751
10 H 0.3018
11 H 0.4007
12 H 0.3645
13 H 0.3571
14 H 0.3215
15 H 0.3189
16 O -0.6304
17 H 0.2903
18 H 0.3042
19 O -0.5788

---

(4)
Entry from OMol25: a cluster of 3 separate species, C4H12NO2 in total at a distorted geometry (ωB97M-V with the def2-TZVPD basis set).

```
19
Properties=species:S:1:pos:R:3
C 1.54 -0.38 -2.15
C 0.86 -0.09 -0.86
C -0.06 -0.89 -0.34
N -0.67 -0.63 0.94
C -0.60 0.39 1.71
H 1.62 -1.46 -2.32
H 1.12 0.15 -2.99
H 2.57 -0.02 -2.14
H 1.12 0.82 -0.34
H -0.48 -1.76 -0.82
H -1.02 -1.48 1.38
H -1.07 0.30 2.68
H -0.13 1.30 1.36
H -3.12 -0.21 5.01
H -3.66 -1.63 4.86
O -2.90 -1.09 4.64
H 2.66 2.87 -3.51
H 1.63 2.79 -4.64
O 2.12 2.24 -4.02
```

As for the HOMO energy: -0.522 Ha. Its total charge is +1. The value obtained for the molecular weight is 106.1 g mol⁻¹. Its spin multiplicity is 1. For the energy above the lowest of the compared OMol25 structures with the same formula, charge and spin, the calculation gives 231.90 kJ/mol. The calculation puts the HOMO-LUMO gap at 9.046 eV.

Computed Mulliken charges, given in elementary charges:
1 C -1.2500
2 C -0.1862
3 C 0.1908
4 N -0.0291
5 C -0.1273
6 H 0.3605
7 H 0.2880
8 H 0.3471
9 H 0.1745
10 H 0.3722
11 H 0.3217
12 H 0.2537
13 H 0.2587
14 H 0.3253
15 H 0.3275
16 O -0.6414
17 H 0.3104
18 H 0.3165
19 O -0.6129

---

(5)
Entry from OMol25: a cluster of 2 separate species, C4H12NO2P in total at a distorted geometry (ωB97M-V with the def2-TZVPD basis set).

```
20
Properties=species:S:1:pos:R:3
C -2.27 -1.44 1.06
C -1.93 0.55 -0.29
C 1.96 2.42 -0.40
C 1.63 -1.86 -0.50
N -2.00 0.03 1.08
O 1.56 1.75 0.80
O 1.49 -0.40 -0.24
P 1.17 0.30 1.19
H -2.02 -1.80 0.10
H -1.60 -1.92 1.91
H -3.42 -1.51 1.17
H -1.17 0.02 -0.98
H -2.98 0.39 -0.74
H -1.76 1.67 -0.42
H 2.72 1.96 -1.14
H 2.59 3.30 0.08
H 1.03 2.86 -0.81
H 0.76 -1.97 -1.33
H 1.51 -2.38 0.40
H 2.72 -1.96 -0.94
```

As for the HOMO energy (alpha / beta): -0.226 / -0.320 Ha. Its total charge is 0. The value obtained for the molecular weight is 137.1 g mol⁻¹. Its spin multiplicity is 1. For the energy above the lowest of the compared OMol25 structures with the same formula, charge and spin, the calculation gives 568.32 kJ/mol. The calculation puts the HOMO-LUMO gap (alpha / beta) at 6.585 / 9.379 eV.

Computed Mulliken charges, given in elementary charges:
1 C -0.6935
2 C -0.6262
3 C -0.4859
4 C -0.6099
5 N -0.3127
6 O -0.1799
7 O -0.1658
8 P 0.1047
9 H 0.3086
10 H 0.2299
11 H 0.3024
12 H 0.1684
13 H 0.3210
14 H 0.2195
15 H 0.2348
16 H 0.2213
17 H 0.2450
18 H 0.1961
19 H 0.3332
20 H 0.1892

---

(6)
Entry from OMol25: a cluster of 2 separate species, C4H12NO2P in total at a distorted geometry (ωB97M-V with the def2-TZVPD basis set).

```
20
Properties=species:S:1:pos:R:3
C -2.40 -0.25 1.51
C -1.62 0.53 -0.65
C 2.04 1.87 -0.23
C 1.51 -2.17 -0.85
N -1.65 -0.52 0.35
O 1.55 1.22 0.91
O 1.65 -0.86 -0.22
P 1.05 -0.30 1.19
H -3.50 -0.31 1.28
H -2.19 -1.02 2.36
H -2.21 0.69 1.84
H -0.98 0.34 -1.56
H -2.73 0.74 -1.04
H -1.28 1.42 -0.25
H 2.78 2.70 -0.13
H 1.13 2.35 -0.68
H 2.38 1.04 -0.86
H 1.24 -1.96 -1.82
H 0.75 -2.73 -0.34
H 2.48 -2.75 -0.82
```

As for the HOMO energy (alpha / beta): -0.303 / -0.237 Ha. Its total charge is 0. The value obtained for the molecular weight is 137.1 g mol⁻¹. Its spin multiplicity is 1. For the energy above the lowest of the compared OMol25 structures with the same formula, charge and spin, the calculation gives 475.56 kJ/mol. The calculation puts the HOMO-LUMO gap (alpha / beta) at 8.808 / 6.728 eV.

Computed Mulliken charges, given in elementary charges:
1 C -0.8552
2 C -0.7701
3 C -0.3764
4 C -0.6639
5 N -0.3082
6 O -0.2703
7 O -0.2100
8 P 0.2350
9 H 0.3062
10 H 0.2268
11 H 0.3925
12 H 0.2274
13 H 0.2897
14 H 0.3170
15 H 0.2591
16 H 0.1811
17 H 0.2048
18 H 0.2661
19 H 0.3102
20 H 0.2382

---

(7)
Entry from OMol25: a cluster of 2 separate species, C4H12NO2S in total (ωB97M-V with the def2-TZVPD basis set).

```
20
Properties=species:S:1:pos:R:3
O 0.26 0.68 2.63
C -0.37 0.42 1.64
C 0.07 1.00 0.30
C 0.27 -0.01 -0.84
C -1.05 -0.62 -1.31
S -1.27 -0.61 -3.12
N 1.39 1.69 0.60
H -1.28 -0.19 1.63
H -0.64 1.79 0.02
H 0.81 0.45 -1.67
H 0.90 -0.78 -0.40
H -1.90 -0.13 -0.87
H -1.12 -1.65 -1.05
H -1.58 0.69 -3.24
H 1.47 1.81 1.62
H 1.44 2.55 0.06
H 2.16 1.08 0.32
H -0.44 -2.57 1.74
H 0.69 -3.21 0.89
O 0.18 -2.40 1.04
```

As for the HOMO energy: -0.455 Ha. Its total charge is +1. The value obtained for the molecular weight is 138.2 g mol⁻¹. Its spin multiplicity is 1. For the energy above the lowest of the compared OMol25 structures with the same formula, charge and spin, the calculation gives 115.93 kJ/mol. The calculation puts the HOMO-LUMO gap at 8.832 eV.

Computed Mulliken charges, given in elementary charges:
1 O -0.5318
2 C 0.1219
3 C -0.1886
4 C -0.7576
5 C -0.8620
6 S -0.1641
7 N -0.2486
8 H 0.4619
9 H 0.3589
10 H 0.4561
11 H 0.4163
12 H 0.4365
13 H 0.2965
14 H 0.1283
15 H 0.3558
16 H 0.3556
17 H 0.3524
18 H 0.2828
19 H 0.2907
20 O -0.5611

---

(8)
Entry from OMol25: the ion C4H12NO2S2 with charge +1 at a distorted geometry (ωB97M-V with the def2-TZVPD basis set).

```
21
Properties=species:S:1:pos:R:3
C -0.22 -2.43 -1.01
C 1.15 1.53 -1.41
C -1.04 0.75 0.65
C -0.21 -0.14 -0.25
N 0.88 -0.66 0.95
O -0.95 -1.22 -0.54
O 0.58 0.24 -1.29
S -0.07 2.01 1.32
S -2.06 -0.34 1.85
H -0.25 -2.35 -2.10
H -0.89 -3.25 -0.68
H 0.81 -2.36 -0.58
H 1.73 1.57 -2.43
H 1.91 1.55 -0.68
H 0.61 2.46 -1.51
H -1.91 1.13 0.08
H 1.20 -1.52 0.62
H 1.66 -0.04 0.93
H 0.52 -0.58 2.00
H -1.10 2.91 1.53
H -2.36 0.73 2.55
```

As for the HOMO energy (alpha / beta): -0.322 / -0.482 Ha. Its total charge is +1. The value obtained for the molecular weight is 170.3 g mol⁻¹. Its spin multiplicity is 3. Its expectation value of S² is 2.01. For the energy above the lowest of the compared OMol25 structures with the same formula, charge and spin, the calculation gives 179.15 kJ/mol. The calculation puts the HOMO-LUMO gap (alpha / beta) at 5.613 / 6.272 eV.

Computed Mulliken charges, given in elementary charges:
1 C -0.5933
2 C -0.7782
3 C -0.4387
4 C 0.0337
5 N -0.3000
6 O -0.2803
7 O -0.3606
8 S -0.1645
9 S 0.0356
10 H 0.2867
11 H 0.2713
12 H 0.3378
13 H 0.2364
14 H 0.3858
15 H 0.3449
16 H 0.6349
17 H 0.2095
18 H 0.3446
19 H 0.3445
20 H 0.2140
21 H 0.2359